No. 1
This record from the OMol25 dataset describes a single C7H8 molecule. The level of theory is wB97M-V/def2-TZVPD.

The orbital gap is 11.0 eV. The structure (SMILES) is C#CC[C@H](C)C#C.

Structure (XYZ):
```
15
Properties=species:S:1:pos:R:3:forces:R:3
C 2.9267 0.6656 -0.3167 -0.5 0.2 -0.3
C 1.7629 0.9287 -0.4985 0.4 -0.3 0.3
C 0.2945 1.0251 -0.5553 -0.1 -0.1 0.1
C -0.3109 -0.0695 0.3749 0.2 0.1 0.3
C -0.0878 -1.4801 -0.1742 0.0 -0.1 -0.1
C -1.7309 0.1791 0.6723 -0.4 0.1 0.0
C -2.8900 0.3733 0.9380 0.4 0.0 -0.1
H 3.9639 0.4244 -0.2009 -0.3 0.2 0.0
H -0.0579 0.8836 -1.5879 0.1 0.0 0.3
H -0.0749 2.0077 -0.2322 0.3 -0.2 -0.1
H 0.2285 -0.0079 1.3330 -0.1 0.1 -0.2
H -0.7159 -1.6304 -1.0538 0.1 -0.1 0.0
H 0.9618 -1.6243 -0.4530 -0.2 0.1 0.1
H -0.3548 -2.2324 0.5741 0.0 0.1 -0.1
H -3.9153 0.5570 1.1802 0.2 -0.1 -0.1
```
Forces are in eV/Å.

These are the Löwdin partial charges, in e, on atoms 1 to 4:
1. C 0.11
2. C -0.15
3. C -0.18
4. C -0.40


No. 2
This record from the OMol25 dataset describes 2 unconnected molecules or ions with the total composition C6H12N2 at a distorted geometry. The level of theory is wB97M-V/def2-TZVPD.

The orbital gap is 9.0 eV. The structure (SMILES) is Cc1c[nH]cn1.CC.

Structure (XYZ):
```
20
Properties=species:S:1:pos:R:3:forces:R:3
C -1.2200 2.9121 0.3702 -1.9 -1.8 -2.4
C -0.2902 1.7111 0.2358 2.5 2.0 -1.0
C 1.0422 1.6362 -0.3167 -3.1 2.3 -0.6
N 1.4469 0.3746 -0.0822 -1.0 -0.6 1.3
C 0.4521 -0.2650 0.7237 1.7 -0.2 -2.2
N -0.5435 0.5605 0.8215 -1.5 -1.9 2.0
H -1.9330 3.0871 -0.5190 1.1 -0.8 0.8
H -0.6960 3.8020 0.3514 1.2 1.9 0.7
H -1.9478 2.8137 1.1638 0.4 0.0 0.6
H 1.4859 2.4467 -0.9761 -0.1 -1.7 1.0
H 2.1589 -0.0413 -0.6282 0.8 -0.6 0.0
H 0.5189 -1.3677 0.9480 -0.2 1.9 0.0
C -0.8872 -2.6486 -0.9695 -2.1 0.7 0.1
C 0.2665 -3.3029 -0.3158 0.6 1.0 1.9
H -0.7421 -2.0867 -1.8441 1.0 -0.2 -2.1
H -1.8503 -3.1941 -1.1117 1.0 -0.2 0.3
H -1.1659 -1.7654 -0.4607 -0.7 0.7 1.6
H -0.0591 -3.7027 0.7108 0.9 1.0 -1.1
H 1.2279 -2.6460 -0.3311 -1.8 -1.2 0.4
H 0.4980 -4.1484 -0.8454 0.9 -2.3 -1.3
```
Forces are in eV/Å.

These are the Löwdin partial charges, in e, on atoms 1 to 4:
1. C -0.05
2. C -0.34
3. C -0.08
4. N 0.04


No. 3
This record from the OMol25 dataset describes a gas-phase ion, C4H13N4 (charge +1) at a distorted geometry. The level of theory is wB97M-V/def2-TZVPD.

The orbital gap (alpha / beta) is 8.0 / 7.5 eV. The structure (SMILES) is CN(CCN)NC=[NH2+]. Its net charge is +1.

Structure (XYZ):
```
21
Properties=species:S:1:pos:R:3:forces:R:3
C 0.0491 -2.2655 0.1232 -3.3 -0.9 1.8
N -0.2676 -0.8715 0.3230 0.2 1.0 0.2
C -1.5023 -0.3848 -0.2555 0.1 0.5 0.7
C -1.9853 0.8172 0.5669 0.2 0.2 -3.4
N -1.2354 1.9971 0.0829 -0.3 1.6 1.8
N 0.6843 0.0202 0.6834 1.7 -2.5 -2.6
C 2.2314 -0.1025 -0.2911 -2.0 4.6 0.6
N 3.0454 0.9536 -0.4363 1.3 -5.1 1.0
H 1.0604 -2.3293 -0.0283 2.4 -0.8 -0.2
H -0.3304 -2.8097 1.0600 1.1 0.4 -1.2
H -0.5333 -2.7624 -0.7024 0.7 1.0 0.5
H -2.2341 -1.1981 -0.2804 0.2 0.2 0.2
H -1.3073 -0.0578 -1.2609 0.0 0.0 -0.9
H -1.7593 0.5718 1.5566 -0.1 0.2 1.8
H -3.0211 0.9307 0.3216 -0.8 0.0 0.5
H -1.7025 2.9114 0.2844 0.6 -1.3 0.2
H -1.0722 2.0474 -0.8919 -0.2 -0.5 -1.2
H 0.3398 0.9665 0.4621 -0.4 0.3 0.4
H 2.7009 -0.9965 -0.1201 1.1 -2.1 0.5
H 4.0837 0.7558 -0.4340 -1.6 0.6 0.1
H 2.7558 1.8064 -0.7632 -1.0 2.5 -0.7
```
Forces are in eV/Å.

These are the Löwdin partial charges, in e, on atoms 1 to 4:
1. C -0.01
2. N -0.27
3. C -0.14
4. C -0.20


No. 4
This record from the OMol25 dataset describes a molecular structure, C36H28BrCaF4N6OPS2Se at a distorted geometry. The level of theory is wB97M-V/def2-TZVPD.

The orbital gap is 7.8 eV. Its net charge is +2.

Structure (XYZ):
```
81
Properties=species:S:1:pos:R:3:forces:R:3
Ca 0.0306 -0.7246 -0.6364 -0.3 0.3 0.1
F -8.0262 0.1421 -0.3513 -0.1 0.0 0.0
C -6.7327 0.3699 -0.2659 0.1 0.0 0.0
C -6.2568 1.6620 -0.1123 0.0 0.0 0.0
F -7.1017 2.6732 -0.0348 0.0 0.0 0.0
C -4.8922 1.8877 -0.0368 0.1 -0.2 0.0
F -4.4926 3.1412 0.1506 0.0 0.1 -0.1
C -3.9593 0.8577 -0.1172 0.1 -0.1 0.0
P -2.1370 1.2001 -0.1268 -0.9 0.6 0.1
C -1.9729 2.0766 1.4653 0.2 -0.1 0.0
C -2.5073 1.4185 2.5752 0.0 0.0 -0.1
C -2.3547 1.9443 3.8466 0.0 0.0 0.0
C -1.6849 3.1469 4.0212 0.0 0.0 0.0
C -1.1335 3.7940 2.9266 0.1 0.0 0.0
C -1.2511 3.2528 1.6541 0.0 -0.1 0.1
C -1.9879 2.3935 -1.5090 0.1 -0.1 0.1
C -1.5852 1.8240 -2.7216 0.0 0.0 0.1
C -1.4234 2.6017 -3.8558 0.0 0.0 -0.1
C -1.6421 3.9697 -3.7869 0.0 0.0 0.0
C -2.0160 4.5511 -2.5839 0.0 0.0 0.0
C -2.1936 3.7717 -1.4497 0.0 0.0 -0.1
C -4.4728 -0.4356 -0.2094 0.0 0.1 0.0
Br -3.3390 -1.9332 -0.0930 0.1 -0.2 0.0
C -5.8320 -0.6822 -0.3011 0.2 0.0 0.0
F -6.2813 -1.9256 -0.4113 -0.1 0.0 0.0
H -3.0453 0.4861 2.4392 0.0 0.0 0.1
H -2.7546 1.4173 4.7025 -0.1 0.0 0.0
H -1.5874 3.5785 5.0081 0.0 0.0 0.0
H -0.6046 4.7286 3.0619 0.0 0.0 0.0
H -0.7813 3.7659 0.8278 -0.1 0.0 -0.1
H -1.4125 0.7508 -2.7803 -0.1 0.0 -0.1
H -1.1290 2.1485 -4.7932 0.0 0.0 0.0
H -1.5266 4.5820 -4.6711 0.0 0.0 0.0
H -2.1783 5.6192 -2.5243 0.0 0.0 0.0
H -2.5006 4.2486 -0.5334 0.0 0.0 0.1
Se 7.7681 1.0248 0.3200 0.5 0.1 0.1
N 6.9162 -0.4816 0.0219 -0.2 -0.5 -0.1
C 5.6459 -0.1935 -0.1314 0.2 0.4 0.1
C 4.6197 -1.1714 -0.4150 -0.4 -0.2 -0.1
C 4.9162 -2.5225 -0.6100 0.0 0.1 0.0
C 3.8902 -3.3924 -0.8971 0.0 -0.1 0.0
C 2.5968 -2.8887 -0.9698 0.0 0.0 0.0
N 2.2877 -1.6123 -0.7890 0.3 0.0 -0.1
C 3.2854 -0.7452 -0.5309 0.4 -0.3 0.0
C 2.9414 0.6713 -0.4102 0.2 0.5 0.1
N 1.6467 1.0185 -0.5625 0.4 0.4 -0.1
C 1.3309 2.3054 -0.4974 0.0 0.0 0.0
C 2.2565 3.3203 -0.2761 0.1 0.0 0.0
C 3.5774 2.9805 -0.1128 0.0 -0.1 0.0
C 3.9373 1.6304 -0.1735 -0.4 0.0 -0.1
C 5.3072 1.1952 -0.0140 0.4 -0.2 0.0
N 6.3131 2.0014 0.2266 -0.4 0.4 0.0
H 5.9481 -2.8421 -0.5434 0.0 -0.1 0.0
H 4.0764 -4.4433 -1.0686 0.0 0.0 0.0
H 1.7695 -3.5441 -1.1984 0.0 -0.1 0.0
H 0.2878 2.5482 -0.6390 0.0 0.0 -0.1
H 1.9347 4.3514 -0.2363 0.0 0.0 0.0
H 4.3502 3.7193 0.0530 0.0 0.0 0.0
C 3.2411 -0.9662 3.0192 0.1 0.1 0.2
N 2.5293 -2.1877 2.6901 -0.2 -0.1 -0.3
C 3.0312 -3.4748 2.7957 0.1 0.0 0.1
C 2.0676 -4.3222 2.3920 0.0 -0.1 0.0
N 0.9853 -3.5397 2.0318 0.1 0.1 0.1
C 1.2608 -2.2304 2.2283 0.3 -0.2 0.2
S 0.2031 -0.9258 2.0246 -0.3 0.2 0.4
H 4.2781 -1.0504 2.6997 0.0 0.0 0.0
H 3.2102 -0.7789 4.0922 0.0 -0.1 0.0
H 2.7522 -0.1366 2.5144 0.0 0.0 0.0
H 4.0224 -3.6695 3.1663 0.0 0.0 0.0
H 2.0562 -5.3965 2.3488 0.0 0.0 0.0
H 0.0678 -3.8612 1.7801 -0.1 0.0 0.0
C -0.7124 -5.1312 -1.5616 0.1 0.3 -0.2
S -0.6513 -3.6682 -2.6295 -0.5 -0.6 0.0
C -2.3622 -3.7750 -3.1886 0.2 0.1 0.0
O -0.5811 -2.4829 -1.6824 -0.2 -0.8 -0.4
H -0.9495 -5.9936 -2.1839 0.0 0.0 0.0
H -1.4834 -4.9783 -0.8074 0.0 0.0 0.0
H 0.2620 -5.2861 -1.1042 0.0 0.1 0.0
H -2.4169 -4.5806 -3.9210 0.0 0.0 0.0
H -2.6167 -2.8335 -3.6715 0.1 0.0 0.0
H -3.0312 -3.9634 -2.3529 0.0 0.0 0.1
```
Forces are in eV/Å.

These are the Löwdin partial charges, in e, on atoms 1 to 4:
1. Ca 1.04
2. F 0.17
3. C -0.13
4. C -0.12


The records above yield energy above the lowest of the compared OMol25 structures with the same formula, charge and spin values of 360.9 160.7 519.7 47.7 kJ/mol, respectively.